The following is a DFT calculation (ωB97M-V/def2-TZVPD) of a structure of composition C17H34O2P2Ru in a non-equilibrium geometry.

Properties
**Spin multiplicity**: 5
**⟨S²⟩**: 6.020
**Frontier orbital gap (spin up / spin down)**: 8.0 / 3.7 eV
**HOMO (spin up / spin down)**: -14.188 / -14.298 eV
**Total charge**: +2
**Relative energy (zero: lowest compared OMol25 entry of this formula, charge and spin)**: 172.2 kJ/mol
**E_tot**: -43413.3285 eV

Geometry (Å):
P  0.130  -1.555  -2.030
P  -0.048  1.693  -1.836
C  -0.093  -0.573  -3.555
C  0.285  0.897  -3.448
H  -1.129  -0.692  -3.893
H  0.538  -1.052  -4.302
H  1.347  1.049  -3.689
H  -0.301  1.472  -4.162
C  -1.717  2.398  -1.954
H  -1.832  3.087  -1.105
H  -2.443  1.576  -1.853
H  -1.839  2.922  -2.912
C  1.162  3.003  -1.658
H  0.986  3.791  -2.403
H  2.166  2.571  -1.773
H  1.036  3.375  -0.630
C  -0.987  -2.972  -2.174
H  -0.806  -3.649  -1.327
H  -0.825  -3.505  -3.122
H  -2.023  -2.609  -2.119
C  1.822  -2.211  -2.178
H  2.527  -1.400  -1.948
H  2.007  -2.593  -3.194
H  1.955  -3.017  -1.442
Ru  -0.181  -0.037  -0.532
C  0.519  1.620  -6.391
C  -0.824  1.691  -6.268
C  -1.779  0.998  -7.185
C  -1.390  -0.449  -7.599
C  -0.689  -1.264  -6.549
C  0.649  -1.367  -6.457
C  1.621  -0.559  -7.258
C  1.219  0.921  -7.519
C  0.151  -1.588  0.834
H  1.187  2.174  -5.720
H  -1.298  2.391  -5.572
H  -1.914  1.581  -8.112
H  -2.765  0.973  -6.697
H  -2.323  -0.975  -7.860
H  -0.791  -0.411  -8.518
H  -1.355  -1.865  -5.915
H  1.112  -2.172  -5.868
H  1.800  -1.032  -8.239
H  2.590  -0.573  -6.735
H  2.149  1.478  -7.719
H  0.624  0.977  -8.440
H  0.931  -1.165  1.479
H  0.423  -2.586  0.468
H  -0.813  -1.587  1.362
C  -0.674  1.295  3.434
O  -0.623  0.563  2.202
C  -0.305  1.271  1.091
O  -0.102  2.479  1.063
H  0.327  1.580  3.756
H  -1.114  0.585  4.127
H  -1.303  2.180  3.320

Löwdin atomic charge list, values in e, 5 entries: P 0.683; P 0.693; C -0.384; C -0.381; H 0.090